C17H24N4O3PbS as an isolated structure, computed with ωB97M-V/def2-TZVPD.

Properties
Gap between HOMO and LUMO: 1.33 eV
E: -1697.11299 Eh
Highest occupied orbital energy: -12.46 eV

Structure (ORCA input):
```
! wB97M-V def2-TZVPD RIJCOSX def2/J DEFGRID3
* xyz 2 1
C 4.747 -0.440 0.138
H 3.727 -0.580 -0.243
C 5.219 -1.787 0.727
C 0.143 0.896 0.372
N -6.587 0.375 0.128
H -6.632 1.386 1.953
C 0.483 0.565 -2.018
H 1.143 0.582 -2.874
C -4.659 0.570 1.706
H 5.891 -1.627 1.568
H -1.958 -1.097 -3.432
H 5.871 1.064 1.196
C -1.312 -0.228 -3.525
C 1.899 1.544 1.685
H 4.314 -3.302 1.979
C -1.231 0.527 0.237
C -5.928 1.214 1.133
C 2.734 1.518 0.540
C 0.994 0.907 -0.759
C 4.838 0.723 1.126
H -3.319 2.196 2.099
H -1.869 0.566 -4.016
N 2.317 1.225 -0.653
O 4.080 1.805 0.661
H 2.305 1.831 2.650
H -3.221 -1.595 -0.833
H -6.275 -0.585 0.203
C 4.010 -2.616 1.192
H -4.753 0.506 2.791
Pb 5.535 -1.408 -2.277
O -0.218 -0.561 -4.391
H 3.222 -1.967 1.574
C -3.387 1.369 1.395
N 0.634 1.241 1.595
H -2.348 -0.524 1.680
H -1.500 0.861 2.310
H 5.396 -0.147 -0.744
H 5.738 -2.410 -0.046
H 4.566 0.364 2.127
N 0.218 -1.863 -4.095
H -7.588 0.340 0.275
H 3.589 -3.215 0.384
H -4.566 -0.446 1.320
C -0.823 0.189 -2.159
H -3.472 1.763 0.382
C -2.092 0.520 1.468
O 0.893 -2.280 -4.946
C -1.683 0.168 -1.022
S -3.369 -0.344 -1.288
H -5.716 2.205 0.724
*
```

A 2-piece molecular cluster, C2H7OPS overall, computed with ωB97M-V/def2-TZVPD.

Properties
Gap between HOMO and LUMO (spin up / spin down): 7.30 / 7.31 eV
E: -895.07301 Eh
Highest occupied orbital energy (spin up / spin down): -8.81 / -8.81 eV
ΔE to the lowest compared entry with this formula, charge and spin: 89.8 kcal/mol

Structure (ORCA input):
```
! wB97M-V def2-TZVPD RIJCOSX def2/J DEFGRID3
* xyz 0 1
S 0.289 0.065 2.755
P -0.600 -0.196 1.049
C -1.548 1.301 0.544
H 2.478 -0.172 -1.621
H 2.105 -1.385 -0.251
H -1.626 1.201 -0.600
C 1.726 -0.862 -1.321
H -2.534 1.254 0.994
H -1.006 2.119 0.941
O 0.497 -0.348 -1.162
H 1.647 -1.689 -2.063
H -1.428 -1.288 0.734
*
```

C11H10O2 as an isolated structure, computed with ωB97M-V/def2-TZVPD.

Properties
Gap between HOMO and LUMO: 9.95 eV
E: -575.55164 Eh
Highest occupied orbital energy: -9.32 eV
ΔE to the lowest compared entry with this formula, charge and spin: 50.2 kcal/mol

Structure (ORCA input):
```
! wB97M-V def2-TZVPD RIJCOSX def2/J DEFGRID3
* xyz 0 1
C 1.550 -0.014 -0.609
H -1.062 -1.560 1.263
H -0.174 1.895 1.764
H -2.872 -1.933 1.212
C -1.610 -0.231 -1.305
H -2.598 -2.147 -1.025
H 1.481 -0.490 -1.679
C 0.459 0.761 -0.093
C 2.738 0.293 1.432
H 1.593 1.646 2.830
H 3.460 -0.929 -0.078
C -0.716 0.991 -1.034
O -0.477 1.071 -2.447
C 0.564 1.276 1.207
C -1.228 0.000 -2.747
C 1.745 1.129 1.899
C 2.637 -0.322 0.161
H -1.250 1.891 -0.461
H 3.613 -0.044 1.860
C -2.117 -1.241 0.960
O -1.336 -0.604 -3.778
H -2.307 -0.254 1.195
C -2.091 -1.181 -0.526
*
```

A 2-piece molecular cluster, CF3N3 overall, computed with ωB97M-V/def2-TZVPD.

Properties
Gap between HOMO and LUMO (spin up / spin down): 12.14 / 6.10 eV
E: -501.56551 Eh
Highest occupied orbital energy (spin up / spin down): -12.73 / -8.91 eV
ΔE to the lowest compared entry with this formula, charge and spin: 123.5 kcal/mol

Structure (ORCA input):
```
! wB97M-V def2-TZVPD RIJCOSX def2/J DEFGRID3
* xyz 0 1
F -2.158 0.589 -0.704
N 1.198 0.067 0.699
N -1.241 -0.108 0.012
C -0.056 0.283 0.245
F -1.758 -1.325 0.284
N 0.839 1.256 0.136
F 3.176 -0.763 -0.671
*
```

Q: Which of these has the lowest E?
A: C17H24N4O3PbS